1.
The following is a DFT calculation (wB97M-V/def2-TZVPD) of a 6-piece molecular cluster, C12H22Cl2N7O13PS2 overall.

CARTESIAN COORDINATES (ANGSTROEM)
1 N -4.150 0.188 2.237
2 C -3.042 0.555 1.753
3 C -1.702 -0.103 2.020
4 C -1.009 -0.573 0.739
5 O -0.880 0.542 -0.096
6 C -1.860 -1.703 -0.032
7 Cl -2.425 -1.074 -1.590
8 N -2.947 -2.193 0.736
9 C -3.264 -3.364 0.825
10 S -3.626 -4.856 1.019
11 O -0.998 -2.791 -0.308
12 C 0.173 -2.743 0.370
13 O 0.902 -3.674 0.471
14 C 0.351 -1.342 0.892
15 Cl 1.481 -0.682 -0.383
16 P 1.377 -1.192 2.417
17 S 0.512 -1.483 4.125
18 H -4.037 -0.645 2.817
19 H -3.047 1.431 1.112
20 H -1.077 0.633 2.532
21 H -1.866 -0.935 2.701
22 H -0.838 1.336 0.451
23 H 2.349 -2.160 2.151
24 H 2.024 0.035 2.229
25 C -4.492 -7.113 -2.404
26 N -5.727 -7.605 -1.731
27 O -6.182 -8.670 -2.088
28 O -6.193 -6.895 -0.865
29 H -4.196 -7.844 -3.147
30 H -4.732 -6.156 -2.856
31 H -3.733 -6.990 -1.638
32 C 3.996 2.049 -1.513
33 N 3.555 2.542 -0.178
34 O 4.399 3.011 0.558
35 O 2.376 2.441 0.090
36 H 5.064 2.213 -1.597
37 H 3.745 0.994 -1.572
38 H 3.446 2.612 -2.261
39 C 0.674 -1.094 -4.379
40 N 2.079 -0.854 -4.816
41 O 2.954 -0.929 -3.974
42 O 2.257 -0.604 -5.987
43 H 0.684 -1.295 -3.315
44 H 0.107 -0.198 -4.610
45 H 0.293 -1.941 -4.940
46 C -3.330 5.179 3.311
47 N -2.943 3.969 2.535
48 O -3.397 3.839 1.419
49 O -2.186 3.191 3.080
50 H -4.000 5.772 2.701
51 H -3.814 4.836 4.221
52 H -2.416 5.716 3.545
53 C 6.917 5.148 1.100
54 N 7.210 5.348 -0.346
55 O 7.364 6.482 -0.745
56 O 7.269 4.349 -1.035
57 H 6.893 6.117 1.582
58 H 5.956 4.649 1.160
59 H 7.703 4.521 1.509

Results
E_LUMO, eV: -0.26
Net charge: 0
Max |F|, Eh/bohr: 0.034
HOMO-LUMO gap, eV: 9.07
SMILES: [H]/N=C\C[C@@]1(O)[C@@](Cl)([PH2]=S)C(=O)O[C@@]1(Cl)N=C=S.C[N+](=O)[O-].C[N+](=O)[O-].C[N+](=O)[O-].C[N+](=O)[O-].C[N+](=O)[O-]

2.
The following is a DFT calculation (wB97M-V/def2-TZVPD) of a 2-piece molecular cluster, C2H8NO overall.

CARTESIAN COORDINATES (ANGSTROEM)
1 C -0.787 -0.229 -1.388
2 C -0.242 0.995 -1.720
3 N -0.398 -0.831 -0.078
4 H -1.475 -0.831 -1.974
5 H -0.466 1.451 -2.696
6 H 0.265 1.789 -1.169
7 H 0.248 -0.190 0.431
8 H -1.163 -1.106 0.561
9 H 0.181 -1.664 -0.298
10 H 1.600 0.911 2.572
11 H 1.054 -0.345 3.308
12 O 1.185 0.050 2.452

Results
E_LUMO (alpha / beta), eV: -11.80 / -15.74
Net charge: +2
Max |F|, Eh/bohr: 0.061
HOMO-LUMO gap (alpha / beta), eV: 7.62 / 3.65
Spin multiplicity: 2

3.
The following is a DFT calculation (wB97M-V/def2-TZVPD) of a 2-piece molecular cluster, C7H14 overall.

CARTESIAN COORDINATES (ANGSTROEM)
1 C -1.020 0.740 -1.077
2 C -1.409 -0.516 -0.341
3 C -2.882 -0.666 -0.143
4 C -0.565 -1.507 -0.054
5 C 2.188 -0.018 0.760
6 C 2.997 0.137 -0.284
7 C 1.262 1.048 1.228
8 H -1.407 0.739 -2.102
9 H -1.433 1.629 -0.575
10 H 0.062 0.839 -1.143
11 H 0.263 0.639 1.520
12 H -3.339 0.184 0.371
13 H -3.291 -0.697 -1.162
14 H -3.132 -1.599 0.369
15 H -0.884 -2.372 0.526
16 H 0.432 -1.540 -0.483
17 H 2.305 -0.832 1.473
18 H 3.893 -0.454 -0.424
19 H 2.827 0.926 -1.016
20 H 1.295 1.863 0.491
21 H 1.840 1.461 2.066

Results
E_LUMO, eV: 1.06
Net charge: 0
Max |F|, Eh/bohr: 0.022
HOMO-LUMO gap, eV: 10.19
SMILES: C=C(C)C.C=CC

4.
The following is a DFT calculation (wB97M-V/def2-TZVPD) of an isolated molecule of C18H19N3O4S.

CARTESIAN COORDINATES (ANGSTROEM)
1 C 0.115 5.318 -1.833
2 C 0.795 4.084 -1.257
3 H 0.284 3.184 -1.608
4 H 1.828 4.037 -1.608
5 C 0.788 4.097 0.275
6 C 1.424 2.853 0.825
7 C 0.735 1.657 0.820
8 C 1.287 0.462 1.280
9 C 2.585 0.497 1.823
10 C 3.291 1.693 1.816
11 C 2.735 2.859 1.314
12 O 3.437 4.025 1.306
13 H 4.308 3.875 1.693
14 H 4.293 1.691 2.222
15 O 3.200 -0.584 2.346
16 H 2.562 -1.324 2.360
17 C 0.555 -0.791 1.176
18 N 0.890 -1.841 1.929
19 N 0.108 -2.847 1.579
20 C -0.746 -2.503 0.586
21 C -0.492 -1.165 0.287
22 C -1.155 -0.426 -0.779
23 C -1.202 -0.847 -2.079
24 S -2.086 0.256 -3.045
25 C -2.342 1.210 -1.619
26 N -1.812 0.744 -0.551
27 H -2.904 2.122 -1.656
28 H -0.771 -1.728 -2.506
29 C -1.731 -3.441 0.048
30 O -2.488 -3.220 -0.863
31 O -1.687 -4.604 0.728
32 C -2.592 -5.627 0.306
33 C -2.036 -6.409 -0.875
34 H -1.065 -6.830 -0.627
35 H -2.719 -7.215 -1.128
36 H -1.930 -5.755 -1.737
37 H -3.547 -5.164 0.039
38 H -2.719 -6.267 1.181
39 H 0.169 -3.743 2.038
40 H -0.283 1.653 0.466
41 H 1.333 4.972 0.631
42 H -0.245 4.160 0.624
43 H 0.127 5.291 -2.920
44 H -0.921 5.372 -1.502
45 H 0.625 6.221 -1.506

Results
E_LUMO, eV: 0.37
Net charge: 0
Max |F|, Eh/bohr: 0.019
HOMO-LUMO gap, eV: 8.04
SMILES: CCCc1cc(-c2n[nH]c(C(=O)OCC)c2-c2cscn2)c(O)cc1O

| no. | molecular weight (g mol⁻¹) |
| --- | --- |
| 1 | 638.4 |
| 2 | 62.1 |
| 3 | 98.2 |
| 4 | 373.4 |